[1]
Below is 3 unconnected molecules or ions with the total composition C3H10N2O at a distorted geometry, with properties calculated with the ωB97M-V functional and the def2-TZVPD basis.

Summary:
Spin multiplicity: 2
HOMO (alpha / beta): -2.8 / -2.8 eV
Charge: -1
Relative energy (zero: lowest compared OMol25 entry of this formula, charge and spin): 80.90 kcal/mol
Orbital gap (alpha / beta): 6.9 / 5.5 eV
E_LUMO (alpha / beta): 0.149 / 0.098 Ha

Geometry as XYZ:
```
16
C3H10N2O, DFT the ωB97M-V functional and the def2-TZVPD basis
H -0.158 0.298 -3.640
H -1.809 -0.099 -3.348
C 0.376 0.076 2.339
H 1.033 0.563 -0.299
N 1.452 -1.985 1.200
H 0.836 -2.560 0.653
H 2.377 -2.043 0.806
O -0.775 1.307 -0.947
H 1.057 -1.129 1.826
H -0.847 0.787 -1.977
C -0.030 0.460 -0.088
H -0.426 -0.540 -0.260
C -0.291 0.726 1.392
H -1.167 1.375 1.499
N -0.848 -0.135 -3.035
H 0.720 0.523 3.275
```

[2]
Below is 2 unconnected molecules or ions with the total composition C3H10N2O at a distorted geometry, with properties calculated with the ωB97M-V functional and the def2-TZVPD basis.

Summary:
HOMO: -9.0 eV
Relative energy (zero: lowest compared OMol25 entry of this formula, charge and spin): 34.30 kcal/mol
Orbital gap: 9.9 eV
E_LUMO: 0.032 Ha
SMILES string: CC=O.NCN

Geometry as XYZ:
```
16
C3H10N2O, DFT the ωB97M-V functional and the def2-TZVPD basis
O -3.443 -3.434 -1.906
H 4.136 2.225 2.624
H 3.131 2.978 -0.045
H 4.956 2.044 1.220
N 2.167 1.408 0.877
N 4.223 2.566 1.675
H -3.195 -0.409 -0.659
H 1.738 1.130 1.758
H 2.319 3.359 1.409
H 2.626 0.553 0.585
H -4.409 -1.525 -0.034
C 2.972 2.612 0.970
C -3.773 -1.293 -0.905
H -1.923 -2.454 -1.027
H -4.580 -1.022 -1.559
C -2.998 -2.491 -1.307
```

Which formula does entry 1 have? C3H10N2O